No. 1
Here is C19H18N2O6 in the gas phase from the OMol25 dataset. Energies are from ωB97M-V with the def2-TZVPD basis set.

* E_LUMO: 0.4166 eV
* E_tot: -1295.893720 Ha
* structure (SMILES): Cc1ccc(C(=O)Nc2ccccc2C(=O)N[C@H](CC(=O)O)C(=O)O)cc1
* HOMO-LUMO gap: 9.12 eV
* highest occupied orbital energy: -8.708 eV
* ΔE to the lowest compared entry with this formula, charge and spin: 0.0 kJ/mol

Atoms and positions in Å:
O: -1.756 1.134 0.873
O: 2.674 0.570 -1.490
O: -1.827 -4.114 0.659
O: -0.595 -3.527 -1.105
O: -3.251 0.159 -1.567
O: -3.678 0.194 1.495
N: 0.495 1.052 -1.046
N: -1.396 -1.065 -1.190
C: 0.305 2.132 -4.572
C: 2.405 0.141 3.507
C: -0.974 1.718 -4.910
C: 1.966 0.572 0.778
C: 0.036 1.231 -2.358
C: -2.396 0.160 1.187
C: -1.822 -1.236 1.237
C: -1.488 -3.290 -0.145
C: 1.263 1.309 1.727
C: 3.115 -0.580 2.553
C: 2.648 -0.075 4.968
C: -2.071 -0.036 -1.779
C: 1.778 0.748 -0.690
C: 1.487 1.091 3.074
C: 2.906 -0.362 1.206
C: 0.803 1.904 -3.303
C: -2.012 -1.863 -0.169
C: -1.238 0.765 -2.716
C: -1.742 1.042 -3.980
H: -0.288 -4.447 -1.070
H: -3.091 -1.893 -0.382
H: 3.462 -0.912 0.462
H: 0.914 2.652 -5.296
H: -0.759 -1.185 1.479
H: -2.737 0.701 -4.225
H: -2.354 -1.842 1.968
H: 3.417 0.613 5.320
H: 2.992 -1.089 5.161
H: -1.369 1.918 -5.894
H: 3.841 -1.315 2.871
H: -0.419 -1.211 -1.389
H: 1.744 0.109 5.544
H: 0.555 2.065 1.424
H: -4.059 1.071 1.329
H: 0.939 1.670 3.803
H: 1.790 2.243 -3.032
H: -0.215 1.078 -0.319

No. 2
Here is C19H18O5 in the gas phase in a non-equilibrium geometry from the OMol25 dataset. Energies are from ωB97M-V with the def2-TZVPD basis set.

* E_LUMO: 0.0985 eV
* E_tot: -1110.892380 Ha
* structure (SMILES): CC1=C[C@H](C/C(C)=C/COc2ccc3ccc(=O)oc3c2)OC1=O
* HOMO-LUMO gap: 8.86 eV
* highest occupied orbital energy: -8.762 eV

Atoms and positions in Å:
O: 1.176 0.186 5.849
O: -0.024 0.487 -0.503
O: -1.467 -0.111 -5.110
O: 1.710 -1.255 4.152
O: -2.558 -0.467 -7.187
C: -1.059 0.472 -1.416
C: -3.675 0.720 -5.729
C: 1.977 -0.486 5.213
C: -0.785 0.237 -2.788
C: 3.783 -0.133 6.976
C: 3.436 -1.422 2.478
C: -1.731 0.365 -3.771
C: 2.520 -1.458 1.280
C: -2.519 -0.122 -6.014
C: 0.789 -0.658 -0.380
C: 2.940 -1.903 3.723
C: -2.986 0.784 -3.480
C: -2.397 0.802 -1.051
C: 1.743 -0.420 0.700
C: 2.278 -2.907 0.839
C: -3.944 1.113 -4.475
C: 3.938 -1.619 4.824
C: 3.297 -0.695 5.628
C: -3.279 1.027 -2.109
H: -2.685 0.868 0.056
H: -4.402 0.853 -6.497
H: 1.684 -3.520 1.525
H: 1.913 0.558 1.074
H: 3.700 -0.401 2.649
H: -4.272 1.406 -1.827
H: 0.262 -1.656 -0.349
H: 3.254 -3.335 0.644
H: 4.343 -1.917 2.249
H: 4.755 0.381 6.882
H: 4.947 -1.970 5.142
H: 1.905 -3.006 -0.151
H: 2.815 -2.960 3.633
H: 3.056 0.524 7.413
H: -4.739 1.817 -4.153
H: 0.207 -0.101 -2.977
H: 1.451 -0.630 -1.216
H: 3.981 -1.017 7.610

No. 3
Here is C19H19AuN7S2Se as an isolated structure from the OMol25 dataset. Energies are from ωB97M-V with the def2-TZVPD basis set.

* E_LUMO: 2.1493 eV
* E_tot: -4452.275369 Ha
* total charge: -1
* HOMO-LUMO gap: 4.32 eV
* highest occupied orbital energy: -2.172 eV

Atoms and positions in Å:
Au: -0.394 0.032 -0.930
Se: -0.964 -1.468 -2.675
S: -0.523 3.494 2.354
S: 3.172 -1.671 2.797
N: -2.037 -7.399 2.676
N: -2.871 -6.472 2.973
N: -0.105 1.485 0.861
N: -1.588 -1.303 1.734
N: 1.510 -0.799 1.093
N: -2.711 -3.093 2.348
N: -2.721 -5.442 2.120
C: 0.676 2.372 2.835
C: -2.565 -2.105 1.403
C: 2.264 -3.034 0.462
C: -3.542 -4.253 2.226
C: 2.245 -1.826 1.336
C: -1.786 -2.853 3.347
C: -1.297 -6.981 1.589
C: -0.848 2.544 0.950
C: -1.161 -4.992 0.155
C: -0.264 -7.615 0.888
C: -1.731 -5.710 1.219
C: -0.152 -5.632 -0.523
C: 2.483 -0.126 3.062
C: -3.382 -2.029 0.161
C: -1.117 -1.738 2.951
C: 1.616 0.168 2.052
C: 0.762 1.363 1.932
C: -1.877 2.931 -0.057
C: 0.291 -6.927 -0.164
H: 2.739 0.467 3.925
H: -1.468 -3.994 -0.133
H: 0.073 -8.602 1.172
H: -0.278 -1.259 3.434
H: 1.091 -7.378 -0.737
H: -4.201 -4.394 3.080
H: 0.314 -5.119 -1.355
H: 1.299 -3.539 0.535
H: -1.602 3.862 -0.555
H: 1.233 2.494 3.749
H: -4.135 -4.144 1.320
H: -1.932 2.133 -0.802
H: -3.329 -2.945 -0.429
H: -4.433 -1.818 0.384
H: -2.966 -1.253 -0.481
H: -2.852 3.064 0.413
H: -1.680 -3.512 4.192
H: 3.058 -3.727 0.736
H: 2.368 -2.719 -0.577

No. 4
Here is C19H19BrIIrN5O5S as an isolated structure from the OMol25 dataset. Energies are from ωB97M-V with the def2-TZVPD basis set.

* E_LUMO (spin up / spin down): -3.0815 / -5.3124 eV
* E_tot: -4759.373126 Ha
* total charge: +1
* HOMO-LUMO gap (spin up / spin down): 8.22 / 6.00 eV
* highest occupied orbital energy (spin up / spin down): -11.306 / -11.316 eV
* 2S+1: 5
* ΔE to the lowest compared entry with this formula, charge and spin: 45.2 kJ/mol

Atoms and positions in Å:
Ir: 0.850 0.502 0.997
I: 1.970 -0.144 3.527
Br: -6.023 -3.700 -1.205
S: 1.550 3.021 0.909
O: 1.752 -1.835 0.767
O: -2.275 0.109 -0.317
O: -0.691 -0.798 0.968
O: 4.514 -0.412 -0.436
O: 2.793 0.654 0.442
N: 3.199 -3.468 1.289
N: -1.231 1.840 1.420
N: -1.142 3.195 1.146
N: -1.633 5.283 0.725
N: -0.284 5.062 0.680
C: 2.906 0.479 -1.952
C: -2.681 -4.428 1.129
C: -1.997 -3.224 1.094
C: 0.053 3.798 0.918
C: -2.525 -2.157 0.375
C: 3.364 -1.392 2.503
C: -3.881 -4.573 0.447
C: 1.054 0.933 -3.433
C: 1.949 1.112 -4.481
C: -2.150 4.134 1.005
C: 1.542 0.626 -2.176
C: 2.684 -2.244 1.452
C: -3.726 -2.292 -0.314
C: -1.827 -0.847 0.310
C: 3.311 0.957 -4.271
C: 3.471 0.175 -0.605
C: 3.792 0.630 -3.013
C: -3.589 3.820 1.153
C: -4.393 -3.502 -0.272
H: 4.046 -0.711 1.995
H: -4.417 -5.511 0.470
H: -0.011 1.018 -3.598
H: 2.877 -4.020 0.509
H: -2.282 -5.264 1.687
H: -1.056 -3.106 1.612
H: 0.849 0.416 -1.362
H: -4.163 4.725 0.978
H: -3.893 3.059 0.434
H: -1.840 1.363 0.732
H: 0.340 5.820 0.455
H: 4.018 -3.770 1.786
H: 4.851 0.496 -2.837
H: -4.121 -1.456 -0.873
H: 3.871 -1.976 3.265
H: -1.552 1.695 2.372
H: 4.002 1.091 -5.093
H: -3.806 3.453 2.157
H: 1.581 1.361 -5.467

No. 5
Here is C19H19ClN4O10Pb as an isolated structure in a non-equilibrium geometry from the OMol25 dataset. Energies are from ωB97M-V with the def2-TZVPD basis set.

* E_LUMO: 4.3088 eV
* E_tot: -2360.070789 Ha
* total charge: -2
* HOMO-LUMO gap: 7.13 eV
* highest occupied orbital energy: -2.817 eV
* ΔE to the lowest compared entry with this formula, charge and spin: 0.5 kJ/mol

Atoms and positions in Å:
Pb: 0.106 0.589 2.040
Cl: 0.426 1.493 4.455
O: -1.546 -1.314 0.979
O: 1.970 6.676 0.323
O: -1.783 2.139 1.420
O: -0.321 2.149 -2.388
O: -2.425 4.235 1.021
O: 2.566 0.770 1.248
O: -1.805 2.884 -3.751
O: 4.261 2.155 0.827
O: -3.443 -2.410 0.549
O: 1.370 -2.094 1.737
N: 1.248 -4.313 1.112
N: 0.802 2.814 1.151
N: 1.222 -2.633 -0.476
N: -1.451 2.153 -2.834
C: 0.250 5.089 0.773
C: -2.409 1.237 -2.303
C: -2.628 -1.495 0.397
C: -4.223 -0.604 -1.365
C: 3.075 1.896 1.036
C: 2.467 -4.983 0.709
C: -2.085 0.459 -1.199
C: -1.581 3.355 1.186
C: 1.398 -1.276 -0.933
C: 1.265 -2.907 0.849
C: 0.884 -4.606 2.480
C: -3.648 1.115 -2.932
C: 0.601 -3.519 -1.427
C: -0.103 3.777 1.049
C: 2.088 3.080 0.982
C: -2.986 -0.489 -0.743
C: 1.594 5.389 0.602
C: 2.527 4.365 0.702
C: -4.561 0.206 -2.440
H: -0.508 5.850 0.695
H: 1.893 -0.696 -0.156
H: -4.907 -1.350 -0.983
H: -0.035 -4.071 2.698
H: 3.585 4.544 0.574
H: -0.299 -3.048 -1.834
H: -5.530 0.116 -2.909
H: 3.329 -4.662 1.311
H: 0.438 -0.815 -1.168
H: 0.317 -4.449 -0.940
H: -1.150 0.607 -0.681
H: 2.328 -6.058 0.839
H: 1.652 -4.294 3.196
H: 1.290 -3.729 -2.255
H: 2.925 6.684 0.178
H: -3.858 1.733 -3.793
H: 2.678 -4.778 -0.338
H: 0.714 -5.679 2.568
H: 2.017 -1.286 -1.833

No. 6
Here is C19H19F3N6O in the gas phase in a non-equilibrium geometry from the OMol25 dataset. Energies are from ωB97M-V with the def2-TZVPD basis set.

* E_LUMO: 0.0784 eV
* E_tot: -1438.677220 Ha
* structure (SMILES): Cc1c2c(N)c(C(=O)NC3CN(c4ccc(C(F)(F)F)nc4)C3)ccc2nn1C
* HOMO-LUMO gap: 7.92 eV
* highest occupied orbital energy: -7.844 eV
* ΔE to the lowest compared entry with this formula, charge and spin: 326.0 kJ/mol

Atoms and positions in Å:
F: -8.816 4.170 -0.678
F: -8.468 4.279 1.404
F: -7.778 5.967 0.316
O: 1.846 1.103 0.335
N: 3.379 -0.670 1.481
N: -5.534 4.287 0.806
N: -2.957 1.798 -0.046
N: 5.181 -4.447 -0.083
N: -0.108 0.347 -0.521
N: 4.337 -4.491 -1.135
C: 1.782 -1.993 -1.637
C: 4.975 -3.250 0.678
C: 3.167 -1.415 0.357
C: -6.456 2.840 -0.688
C: -4.313 3.717 0.737
C: 5.712 -2.776 1.932
C: 2.435 -3.202 -1.798
C: -7.933 4.595 0.277
C: 6.458 -5.134 -0.318
C: 1.273 0.245 -0.272
C: -1.876 1.815 0.939
C: -6.619 3.911 0.116
C: -5.209 2.144 -0.796
C: -2.085 1.843 -1.216
C: 3.585 -3.440 -0.994
C: 2.093 -1.075 -0.533
C: 3.948 -2.526 0.093
C: -4.118 2.608 -0.045
C: -0.800 1.651 -0.205
H: -4.991 1.163 -1.254
H: -0.600 -0.410 -0.891
H: -7.288 2.354 -1.162
H: 6.630 -3.234 2.055
H: -2.051 0.984 1.628
H: 2.125 -3.920 -2.536
H: -2.237 0.975 -1.881
H: 6.410 -6.135 -0.764
H: 5.075 -2.896 2.872
H: 2.627 -0.574 2.238
H: -3.495 4.075 1.370
H: 6.116 -1.763 1.833
H: 6.972 -5.211 0.616
H: -0.037 2.457 -0.211
H: -2.352 2.773 -1.627
H: 7.126 -4.630 -1.038
H: 3.519 0.284 1.129
H: 1.094 -1.847 -2.507
H: -1.744 2.650 1.627

No. 7
Here is C19H19FO5 in the gas phase in a non-equilibrium geometry from the OMol25 dataset. Energies are from ωB97M-V with the def2-TZVPD basis set.

* E_LUMO: 0.4050 eV
* E_tot: -1211.406073 Ha
* structure (SMILES): COC(=O)C(OC)(C(=O)OC)[C@H](c1ccccc1)c1cccc(F)c1
* HOMO-LUMO gap: 9.05 eV
* highest occupied orbital energy: -8.649 eV
* ΔE to the lowest compared entry with this formula, charge and spin: 140.3 kJ/mol

Atoms and positions in Å:
F: 4.505 2.239 -0.258
O: -0.735 0.800 3.293
O: -0.404 2.480 1.800
O: -1.935 1.443 0.044
O: -1.901 -1.407 2.306
O: -3.055 -1.027 0.373
C: -0.802 1.238 2.152
C: 0.161 -0.089 0.142
C: 0.335 -2.599 0.584
C: 2.595 3.102 -1.416
C: 1.820 -3.471 2.282
C: 2.454 0.986 -0.219
C: 3.193 2.072 -0.682
C: -3.172 2.151 0.331
C: 0.021 3.250 2.938
C: 1.655 -1.056 1.911
C: -2.120 -0.707 1.305
C: -1.347 0.579 0.923
C: 0.726 -1.244 0.876
C: 2.223 -2.154 2.582
C: -3.703 -2.300 0.647
C: 0.460 1.928 -1.242
C: 1.040 0.951 -0.387
C: 0.869 -3.693 1.270
C: 1.235 2.962 -1.779
H: 2.261 -4.333 2.809
H: -4.495 -2.432 -0.120
H: -0.368 -2.803 -0.231
H: 2.979 -1.957 3.365
H: -2.939 3.129 0.835
H: 1.965 -0.046 2.218
H: -0.585 1.849 -1.537
H: -4.192 -2.298 1.639
H: 0.111 4.258 2.541
H: 0.991 2.867 3.303
H: -0.662 -0.351 -0.547
H: 2.963 0.176 0.341
H: -3.833 1.507 0.930
H: -2.939 -3.099 0.538
H: -0.728 3.256 3.750
H: 0.758 3.711 -2.419
H: -3.638 2.364 -0.650
H: 0.535 -4.720 1.016
H: 3.182 3.972 -1.678

No. 8
Here is C19H19IN7O2Pt as an isolated structure in a non-equilibrium geometry from the OMol25 dataset. Energies are from ωB97M-V with the def2-TZVPD basis set.

* E_LUMO: -5.8941 eV
* E_tot: -1685.814105 Ha
* total charge: +1
* HOMO-LUMO gap: 5.34 eV
* highest occupied orbital energy: -11.231 eV
* ΔE to the lowest compared entry with this formula, charge and spin: 121.7 kJ/mol

Atoms and positions in Å:
Pt: -0.391 1.693 1.874
I: -3.248 -4.409 -4.048
O: -0.867 0.590 0.205
O: -1.607 -0.758 1.789
N: 1.552 1.419 1.062
N: 1.745 2.292 0.025
N: -2.678 4.216 -0.683
N: 2.817 0.519 -0.401
N: -3.271 6.561 -1.169
N: -1.699 2.934 1.109
N: 2.510 1.764 -0.830
C: -1.416 -0.547 0.596
C: 2.016 -2.315 -1.063
C: -2.595 -3.158 -2.529
C: -2.731 -3.555 -1.203
C: 2.209 0.317 0.753
C: 2.833 -1.406 -1.976
C: -2.984 5.475 -0.908
C: -0.784 2.627 3.746
C: -2.324 -2.707 -0.189
C: 1.946 -0.726 -3.015
C: -2.039 -1.922 -2.846
C: 0.561 2.207 3.676
C: -1.774 -1.466 -0.499
C: -2.156 3.610 0.253
C: 3.661 -0.379 -1.204
C: -0.763 0.333 4.059
C: -1.603 1.455 3.955
C: -1.629 -1.078 -1.830
C: 0.548 0.756 3.848
H: -2.681 1.456 4.009
H: 4.203 0.276 -1.883
H: -1.091 -0.685 4.179
H: -1.211 -0.110 -2.065
H: 4.374 -0.844 -0.525
H: -2.431 -2.996 0.848
H: 2.299 -0.573 1.351
H: 1.180 -0.114 -2.533
H: 1.437 -1.470 -3.626
H: -3.167 -4.515 -0.965
H: 3.576 -2.019 -2.495
H: -1.945 -1.617 -3.879
H: 2.617 -2.733 -0.250
H: 1.614 -3.154 -1.629
H: -1.142 3.644 3.747
H: 1.422 2.854 3.639
H: 2.522 -0.083 -3.681
H: 1.158 -1.787 -0.638
H: 1.426 0.129 3.840